This record from OMol25 describes a single C12H11F3N4O6S3 molecule. The level of theory is wB97M-V/def2-TZVPD.

## Properties
HOMO energy in hartree: -0.3475
Relative energy (zero: lowest compared OMol25 entry of this formula, charge and spin) in kcal per mole: 60.7
Multiplicity: 1
E_LUMO in eV: -1.46
F_max in eV/A: 5.44
Frontier orbital gap in eV: 8.00

The geometry in XYZ format:
```
39
Properties=species:S:1:pos:R:3:forces:R:3
F -2.985337 4.224727 -1.194396 -0.7 -1.1 0.7
H -2.910294 -0.519248 -2.009624 -0.4 1.6 -1.2
H 4.456077 -0.220725 -0.723747 0.6 -1.0 1.3
O -1.327608 -2.297005 5.111530 -3.3 -3.6 2.4
C 3.177892 -0.113980 -2.344613 -0.7 0.8 4.6
O 4.953339 0.746715 -3.757325 -1.5 -1.5 -0.3
H 0.122870 -0.695790 6.160036 -0.8 0.3 3.9
H 2.999058 -1.205139 -2.230666 0.4 0.5 0.0
N 4.081972 0.465840 -1.307231 -0.1 0.7 -1.0
H 0.718581 -0.012862 4.754891 -0.2 -0.5 0.3
H 1.087749 0.269625 -2.646298 -0.6 0.0 -0.3
F -1.762864 3.410081 0.331057 2.4 1.6 3.5
H -1.654457 -2.407040 -1.069341 -0.8 0.9 1.0
S 1.250096 -0.131371 -0.300255 1.0 -0.5 -0.3
C -0.648591 -1.533713 4.554369 3.3 2.6 0.6
O 0.446947 0.467457 2.863831 2.5 3.3 1.2
N 0.322764 -0.816420 5.250738 0.5 0.2 -5.1
H -0.137155 1.571960 0.610337 0.4 2.2 1.4
C 1.800858 0.558256 -1.895029 -0.6 -0.1 -1.8
O 2.868469 0.090038 -4.596047 3.2 -0.1 1.4
H 3.604173 1.202114 -0.765423 0.6 -0.9 -0.3
O -4.605159 -1.480428 0.083857 4.2 -2.6 -2.0
C -0.325305 0.648469 0.213005 -1.1 -2.3 -2.3
C 3.714848 0.158389 -3.680448 -2.4 2.4 -3.1
C -0.806569 -1.392184 3.140891 -0.1 0.2 -0.9
O -3.766541 -3.170175 -1.238002 -0.1 3.6 3.0
H 5.313429 0.739830 -2.841554 -0.4 0.2 -0.1
C -2.248850 -1.632204 -0.473956 2.7 0.8 1.1
N -3.632389 -2.127898 -0.478148 -4.3 -1.6 -1.2
C -0.773889 -0.392515 1.170836 -1.0 1.6 -1.3
C -2.554998 3.096048 -0.581475 -2.1 -1.7 -2.1
N -0.345179 -0.346387 2.452252 -1.4 -3.5 -0.3
F -3.575894 2.353243 0.116148 1.4 1.6 -2.4
C -1.372788 0.765619 -0.899118 -1.9 -4.6 -0.5
S -1.541361 2.166388 -1.852507 -1.1 1.4 -0.5
C -1.653457 -1.371994 0.929031 -0.8 -1.3 -2.0
C -2.220791 -0.307346 -1.228616 2.3 0.8 1.8
S -1.832813 -2.424660 2.224859 0.0 0.2 1.1
H 1.763166 1.664282 -1.853851 0.7 -0.5 -0.1
```
Positions in Å, forces in eV/Å.


This record from OMol25 describes a molecular structure, C5H6N. The level of theory is wB97M-V/def2-TZVPD.

## Properties
Total charge: +1
HOMO energy in hartree: -0.5803
Relative energy (zero: lowest compared OMol25 entry of this formula, charge and spin) in kcal per mole: 126.6
Multiplicity: 1
E_LUMO in eV: -7.65
F_max in eV/A: 3.49
Frontier orbital gap in eV: 8.14

The geometry in XYZ format:
```
12
Properties=species:S:1:pos:R:3:forces:R:3
H -1.481482 2.039126 0.277600 -0.7 1.5 0.3
N -2.252969 -0.002315 -0.046750 -0.8 -0.1 0.1
H 1.349360 -0.946769 -1.330145 -0.5 -1.6 0.2
C 1.057488 0.057522 0.702671 1.3 1.2 0.5
H -1.401095 -2.033271 0.035410 0.6 1.3 -0.2
C -0.221047 0.149842 -0.090616 3.2 -1.3 0.1
H 1.236157 -0.839253 1.192353 -0.2 -1.6 1.2
C -1.221277 -0.922717 -0.070208 -2.5 1.3 0.6
C -1.378598 1.024729 0.048406 0.0 -3.2 -0.9
H 1.542862 0.911081 1.320504 -1.2 -1.1 -1.7
H 1.666318 0.645067 -1.264165 0.1 2.0 -0.8
C 1.104285 -0.083039 -0.775063 0.5 1.6 0.6
```
Positions in Å, forces in eV/Å.


This record from OMol25 describes a single C3H6O2S molecule. The level of theory is wB97M-V/def2-TZVPD.

## Properties
HOMO energy in hartree: -0.3421
Relative energy (zero: lowest compared OMol25 entry of this formula, charge and spin) in kcal per mole: 18.1
Multiplicity: 1
E_LUMO in eV: 0.27
F_max in eV/A: 1.68
Frontier orbital gap in eV: 9.57

The geometry in XYZ format:
```
12
Properties=species:S:1:pos:R:3:forces:R:3
C 0.348469 -0.592916 0.062162 0.1 1.4 -0.9
H -2.209151 0.207943 -1.730341 -0.2 -0.4 0.1
H 1.986333 0.338396 -0.492708 -0.4 -0.7 0.0
S -0.075411 1.290080 -2.040310 0.2 -0.6 0.6
C 0.181040 0.184274 1.360917 0.1 -0.1 0.6
H 0.869932 -0.233588 2.121376 -0.3 0.2 -0.5
O 1.705648 -0.590111 -0.336482 -0.1 0.1 0.0
H 0.356863 1.265871 1.263963 0.1 -0.4 -0.2
H -0.025543 -1.605177 0.184337 0.4 -0.3 0.0
H -0.827741 0.057059 1.724738 -0.4 0.0 0.2
O -1.779795 -0.380609 -1.077821 -0.1 -0.1 0.1
C -0.530644 0.058778 -1.039834 0.6 0.8 -0.1
```
Positions in Å, forces in eV/Å.